<i>
{"formula": "CH7N3O", "method": "wB97M-V/def2-TZVPD", "elements": ["N", "C", "N", "N", "H", "H", "H", "H", "H", "O", "H", "H"], "positions_angstrom": [[-0.1988, -0.2633, 1.1212], [-0.5938, -0.1750, -0.0799], [-1.9299, -0.3075, -0.4736], [0.2615, -0.0935, -1.1644], [-0.9357, -0.1717, 1.8065], [-2.6227, -0.4975, 0.2011], [-2.2647, 0.2042, -1.2597], [-0.0001, 0.3454, -2.0199], [1.2087, 0.0260, -0.8071], [2.4401, 0.6023, 0.6509], [1.6145, 0.4299, 1.1052], [3.0209, -0.0993, 0.9197]], "mulliken_charge": [-0.69, 0.56, -0.43, -0.45, 0.17, 0.19, 0.18, 0.21, 0.30, -0.76, 0.38, 0.33], "smiles": "N=C(N)N.O", "charge": 0, "mol_weight_g_mol": 77.09, "homo_ev": -9.28}

***

<ii>
{"formula": "CH7N3O", "method": "wB97M-V/def2-TZVPD", "elements": ["N", "C", "N", "N", "O", "H", "H", "H", "H", "H", "H", "H"], "positions_angstrom": [[1.1701, -1.5159, -0.3058], [0.8080, -0.0757, -0.2724], [-0.6094, -0.1499, -0.0567], [-1.1360, 1.2396, -0.1660], [-2.1244, 1.4362, 0.8686], [2.1626, -1.6290, -0.4984], [0.9221, -1.9306, 0.5892], [1.3174, 0.4105, 0.5647], [1.0857, 0.3892, -1.2229], [-0.9871, -0.7015, -0.8333], [-0.4631, 1.9787, 0.0669], [-2.1458, 0.5485, 1.2661]], "mulliken_charge": [-0.61, -0.42, -0.27, -0.25, -0.42, 0.22, 0.22, 0.31, 0.36, 0.25, 0.28, 0.34], "smiles": "NCNNO", "charge": 0, "mol_weight_g_mol": 77.09, "homo_ev": -8.66}

***

Preferred: <i>; penalty for the next structure: 0.1300 hartree.

***

<i>
{"formula": "C5H10NS", "method": "wB97M-V/def2-TZVPD", "elements": ["C", "C", "C", "C", "C", "N", "S", "H", "H", "H", "H", "H", "H", "H", "H", "H", "H"], "positions_angstrom": [[0.8273, 2.3812, 0.6234], [-0.1857, -1.7064, -0.1474], [-0.8732, -1.8561, 1.0859], [0.7729, 1.4000, -0.2134], [1.4221, 1.4573, -1.5880], [-2.1144, -2.1032, 1.0981], [-0.5265, 0.1096, 0.0434], [1.2854, 3.3907, 0.2305], [0.2588, 2.2973, 1.5047], [-0.6318, -2.1847, -1.0134], [0.9238, -1.7493, -0.2323], [-0.4869, -1.7643, 2.1050], [1.9323, 0.5342, -1.7549], [2.0765, 2.3752, -1.7227], [0.5974, 1.7023, -2.3540], [-2.6981, -2.2885, 0.3403], [-2.5800, -1.9954, 1.9949]], "mulliken_charge": [-0.67, -0.55, 0.07, 0.46, -1.08, -0.22, -0.03, 0.23, 0.34, 0.29, 0.34, 0.37, 0.32, 0.36, 0.29, 0.23, 0.27], "charge": 1, "mol_weight_g_mol": 116.21, "homo_ev": -13.34}

***

<ii>
{"formula": "C5H10NS", "method": "wB97M-V/def2-TZVPD", "elements": ["C", "C", "C", "C", "C", "N", "S", "H", "H", "H", "H", "H", "H", "H", "H", "H", "H"], "positions_angstrom": [[0.4551, 0.7032, 0.1723], [-0.5832, 1.7603, -0.4709], [0.5081, -0.0918, -0.9947], [1.4723, -1.1659, -1.2026], [-0.3347, -0.1467, 1.3785], [-1.5220, -0.7312, 0.8461], [-0.8076, 0.5389, -1.8284], [1.1987, 1.3133, 0.7651], [-0.2831, 2.6568, -0.8205], [1.2859, -1.8774, -0.4244], [2.3944, -0.6789, -1.0625], [1.5132, -1.6446, -2.2359], [-0.3731, 0.6476, 2.1081], [-1.5721, 1.8165, 0.2264], [0.4898, -0.8803, 1.6344], [-1.4662, -1.7020, 0.5462], [-2.3755, -0.5178, 1.3628]], "mulliken_charge": [0.04, -0.70, 0.17, -0.96, -0.76, -0.38, 0.07, 0.46, 0.50, 0.32, 0.35, 0.35, 0.48, 0.29, 0.34, 0.22, 0.21], "charge": 1, "mol_weight_g_mol": 116.21, "homo_ev": -13.92}

***

Preferred: <i>; penalty for the next structure: 0.0034 hartree.

***

<i>
{"formula": "C5H10NS", "method": "wB97M-V/def2-TZVPD", "elements": ["C", "C", "C", "C", "C", "N", "S", "H", "H", "H", "H", "H", "H", "H", "H", "H", "H"], "positions_angstrom": [[0.3093, 1.1808, 0.7015], [0.9098, -0.7190, -1.9894], [-0.9913, 0.9715, 0.9668], [-0.7281, -0.4442, 1.3556], [-0.0121, -0.0735, -2.7052], [0.7829, -0.1056, 0.9719], [-0.9778, -0.8509, 3.1277], [1.8481, -0.2712, -1.8817], [0.9468, 1.8291, 0.2542], [-1.7533, 1.7484, 0.9495], [-1.0709, -1.1990, 0.5520], [-0.9634, -0.5523, -2.8964], [0.8083, -1.7449, -1.5544], [0.0797, 0.9251, -3.0551], [1.2482, -0.7085, 0.1899], [1.4135, -0.2386, 1.6975], [-1.8497, 0.2528, 3.3156]], "mulliken_charge": [-0.36, -0.81, -0.60, 0.05, -0.51, -0.10, -0.15, 0.40, 0.55, 0.43, 0.30, 0.26, 0.39, 0.29, 0.26, 0.36, 0.22], "charge": 1, "mol_weight_g_mol": 116.21, "homo_ev": -14.02}

***

<ii>
{"formula": "C5H10NS", "method": "wB97M-V/def2-TZVPD", "elements": ["C", "C", "C", "C", "C", "N", "S", "H", "H", "H", "H", "H", "H", "H", "H", "H", "H"], "positions_angstrom": [[-1.4957, 0.6025, 0.6804], [-1.0524, -0.7884, 0.1890], [-1.1552, 1.6844, -0.1990], [0.4198, -1.0356, 0.5483], [2.1452, -0.2055, -1.1263], [1.2558, -0.0230, -0.0360], [2.8524, 0.3474, 0.4221], [-2.6007, 0.5693, 0.6814], [-1.1893, 0.7896, 1.7120], [-1.6487, -1.5666, 0.6644], [-1.1882, -0.8631, -0.8892], [-1.1960, 1.5488, -1.2678], [-0.8763, 2.6562, 0.1717], [0.5400, -1.0096, 1.6341], [0.6918, -2.0338, 0.1840], [2.4063, -1.2089, -1.4538], [2.0913, 0.5363, -1.9152]], "mulliken_charge": [-0.25, -0.57, -0.31, -0.61, -0.59, 0.19, -0.08, 0.35, 0.32, 0.36, 0.32, 0.29, 0.29, 0.37, 0.34, 0.30, 0.27], "charge": 1, "mol_weight_g_mol": 116.21, "homo_ev": [-12.32, -12.51]}

***

Preferred: <i>; penalty for the next structure: 0.0108 hartree.

***

<i>
{"formula": "C4H7Br3NO", "method": "wB97M-V/def2-TZVPD", "elements": ["C", "C", "C", "C", "N", "O", "Br", "Br", "Br", "H", "H", "H", "H", "H", "H", "H"], "positions_angstrom": [[-0.2416, 0.3717, -0.3812], [2.0449, 0.3893, -0.8501], [1.2103, -0.6374, 1.2139], [-2.7409, -0.0171, -0.0129], [0.9229, 0.0506, -0.0125], [-1.4763, -0.2246, 0.4077], [-3.8163, -0.3537, 1.5891], [-3.2061, -1.3082, -1.4527], [-3.0650, 1.8320, -0.6504], [-0.5230, 0.9262, -1.2631], [1.7662, 1.0781, -1.6456], [2.4271, -0.5273, -1.3129], [2.8463, 0.8269, -0.2568], [2.1731, -1.1391, 1.1437], [0.4240, -1.3541, 1.4512], [1.2543, 0.0868, 2.0327]], "mulliken_charge": [0.14, -0.87, -0.89, 0.09, 0.13, -0.23, 0.03, 0.02, 0.00, 0.41, 0.33, 0.38, 0.37, 0.38, 0.37, 0.35], "charge": 1, "mol_weight_g_mol": 324.82, "homo_ev": -13.61}

***

<ii>
{"formula": "C4H7Br3NO", "method": "wB97M-V/def2-TZVPD", "elements": ["Br", "C", "Br", "Br", "C", "N", "C", "C", "O", "H", "H", "H", "H", "H", "H", "H"], "positions_angstrom": [[0.5589, 2.3183, -1.5639], [1.6149, 1.1478, -0.1531], [2.0893, 2.0547, 1.5071], [3.2289, 0.4396, -1.1734], [0.7212, 0.0158, 0.3771], [0.0171, -0.8815, -0.6806], [-1.2982, -1.1209, -0.1759], [-1.5634, 0.1565, 0.6782], [-0.2911, 0.5261, 1.1776], [1.5384, -0.6333, 0.9459], [0.5968, -1.6508, -0.7381], [0.0765, -0.3230, -1.5326], [-1.1494, -2.0790, 0.4621], [-2.0477, -1.2208, -0.9364], [-1.8343, 1.0973, 0.2103], [-2.2580, 0.1533, 1.5957]], "mulliken_charge": [-0.02, 0.06, 0.08, 0.04, -0.55, 0.10, -0.45, -0.35, -0.29, 0.40, 0.37, 0.36, 0.29, 0.39, 0.31, 0.26], "smiles": "BrC(Br)(Br)[C@@H]1[NH2+]CCO1", "charge": 1, "mol_weight_g_mol": 324.82, "homo_ev": -14.14}

***

Preferred: <ii>; penalty for the next structure: 0.0047 hartree.

***

<i>
{"formula": "C4H6S", "method": "wB97M-V/def2-TZVPD", "elements": ["C", "C", "C", "C", "S", "H", "H", "H", "H", "H", "H"], "positions_angstrom": [[2.2793, -0.4876, -0.0740], [0.8440, 0.0147, -0.2122], [-0.2518, 0.5459, -0.1361], [-1.6290, 0.8096, -0.0882], [-2.4138, -0.7345, -0.2321], [2.4793, -1.2710, -1.0820], [2.8843, 0.3691, -0.0851], [2.2867, -1.1940, 0.7569], [-2.0042, 1.5737, -0.9280], [-2.2012, 1.2845, 0.7878], [-2.2736, -0.9104, 1.2930]], "mulliken_charge": [-0.94, 0.42, -0.11, -0.69, -0.21, 0.23, 0.29, 0.28, 0.28, 0.31, 0.14], "smiles": "CC#CCS", "charge": 0, "mol_weight_g_mol": 86.16, "homo_ev": -8.68}

***

<ii>
{"formula": "C4H6S", "method": "wB97M-V/def2-TZVPD", "elements": ["C", "C", "C", "S", "C", "H", "H", "H", "H", "H", "H"], "positions_angstrom": [[-2.1949, 0.2047, -0.4873], [-1.2408, -0.5581, -0.1890], [-0.0316, -1.2539, 0.2619], [1.4272, -0.6647, -0.6315], [1.2402, 1.0278, 0.0508], [-3.0407, 0.6887, -0.9061], [0.2219, -0.9893, 1.2852], [-0.1417, -2.3412, 0.0524], [1.3050, 0.8385, 1.1256], [2.1578, 1.5810, -0.3168], [0.2975, 1.4666, -0.2452]], "mulliken_charge": [-0.17, -0.19, -0.58, -0.07, -0.77, 0.42, 0.27, 0.30, 0.25, 0.30, 0.24], "smiles": "C#CCSC", "charge": 0, "mol_weight_g_mol": 86.16, "homo_ev": -8.82}

***

Preferred: <ii>; penalty for the next structure: 0.0455 hartree.

***

<i>
{"formula": "C4H6S", "method": "wB97M-V/def2-TZVPD", "elements": ["S", "C", "C", "C", "C", "H", "H", "H", "H", "H", "H"], "positions_angstrom": [[1.7317, 0.4102, 2.0957], [0.7590, -0.0697, 0.8701], [-0.6781, 0.3944, 0.7401], [-0.6279, 0.1049, -0.9419], [0.7240, -0.6636, -0.6558], [-1.6077, -0.1737, 1.1359], [-0.5690, 1.4690, 1.2346], [-1.6695, -0.2274, -1.3540], [-0.5078, 0.9194, -1.4544], [1.5714, -0.2935, -1.1215], [0.8740, -1.8698, -0.5488]], "mulliken_charge": [-0.28, 0.16, -0.45, -0.62, -0.42, 0.24, 0.26, 0.25, 0.31, 0.30, 0.24], "smiles": "S=C1CCC1", "charge": 0, "mol_weight_g_mol": 86.16, "homo_ev": -8.55}

***

<ii>
{"formula": "C4H6S", "method": "wB97M-V/def2-TZVPD", "elements": ["C", "C", "C", "C", "S", "H", "H", "H", "H", "H", "H"], "positions_angstrom": [[0.3655, -0.6592, 1.3548], [-0.3651, -0.2878, 0.1339], [0.2101, 0.2840, -0.9098], [0.2781, 1.1430, -2.1397], [1.8173, 0.7097, -1.3456], [1.4387, -0.4162, 1.1038], [0.4545, -1.7060, 1.6406], [0.1307, -0.0188, 2.2679], [-1.2842, -0.6673, 0.1548], [0.0893, 0.7328, -3.1645], [-0.0153, 2.1015, -2.1072]], "mulliken_charge": [-0.88, -0.06, 0.08, -0.66, -0.14, 0.20, 0.30, 0.23, 0.42, 0.23, 0.28], "smiles": "C/C=C1/CS1", "charge": 0, "mol_weight_g_mol": 86.16, "homo_ev": -8.32}

***

Preferred: <ii>; penalty for the next structure: 0.0388 hartree.

***

<i>
{"formula": "C4H6S", "method": "wB97M-V/def2-TZVPD", "elements": ["C", "C", "C", "C", "H", "H", "H", "H", "H", "H", "S"], "positions_angstrom": [[0.4495, 1.5779, -0.1100], [-0.1334, 0.2188, -0.0163], [0.9021, -0.9548, -0.1082], [2.1719, -0.5422, 0.0965], [1.0967, 1.3967, 0.8333], [-0.3579, 2.2653, -0.1440], [1.1681, 1.7744, -1.0760], [0.3375, -1.8632, -0.5538], [2.3986, 0.5850, 1.1364], [2.8820, -1.2520, -0.3319], [-1.7416, -0.2940, 0.0603]], "mulliken_charge": [-0.70, 0.29, -0.06, -0.76, 0.01, 0.34, 0.26, 0.31, 0.28, 0.29, -0.25], "charge": 0, "mol_weight_g_mol": 86.16, "homo_ev": -8.53}

***

<ii>
{"formula": "C4H6S", "method": "wB97M-V/def2-TZVPD", "elements": ["C", "C", "C", "C", "S", "H", "H", "H", "H", "H", "H"], "positions_angstrom": [[0.4490, -1.6439, -0.9194], [0.2186, -0.6907, -0.0572], [-0.1922, 0.6927, -0.4656], [-0.2657, 1.0757, 1.2109], [0.1194, -0.6874, 1.6792], [0.7069, -2.6926, -0.7873], [0.4414, -1.4831, -2.0277], [0.4261, 1.3168, -0.9615], [-1.1215, 0.8380, -0.9607], [0.4392, 1.8529, 1.6929], [-1.2211, 1.4216, 1.5963]], "mulliken_charge": [-0.73, 0.53, -0.87, -0.42, -0.17, 0.28, 0.21, 0.32, 0.27, 0.29, 0.28], "smiles": "C=C1CCS1", "charge": 0, "mol_weight_g_mol": 86.16, "homo_ev": -8.24}

***

Preferred: <ii>; penalty for the next structure: 0.1015 hartree.

***

<i>
{"formula": "C7H9NO", "method": "wB97M-V/def2-TZVPD", "elements": ["C", "C", "C", "C", "C", "C", "C", "H", "H", "H", "H", "H", "H", "H", "H", "H", "N", "O"], "positions_angstrom": [[1.4741, -0.0404, 0.3214], [0.7049, -1.3237, -0.1524], [-0.5729, -1.4159, -0.5322], [-1.7370, -0.5474, -0.2994], [-1.6076, 0.8301, 0.0099], [-0.3443, 1.6357, -0.1656], [1.0077, 1.3013, -0.1864], [2.9956, 0.1161, -0.6078], [1.3844, -0.0313, 1.4714], [1.5282, -2.3998, 0.3090], [-0.8189, -2.4473, -0.8936], [-2.5417, -1.0421, -0.7080], [-0.8634, -0.6068, 1.3008], [-2.4421, 1.4675, -0.0951], [-0.6932, 2.7177, -0.5458], [1.6194, 2.1988, -0.5440], [-1.8799, -0.2305, 1.0532], [2.7868, -0.1820, 0.2647]], "mulliken_charge": [0.25, -0.61, -0.32, 0.01, -0.08, -0.39, -0.33, 0.33, 0.23, 0.14, 0.24, 0.44, 0.41, 0.39, 0.16, 0.25, -0.65, -0.48], "charge": 0, "mol_weight_g_mol": 123.15, "homo_ev": -8.81}

***

<ii>
{"formula": "C7H9NO", "method": "wB97M-V/def2-TZVPD", "elements": ["C", "C", "N", "C", "C", "C", "C", "C", "O", "H", "H", "H", "H", "H", "H", "H", "H", "H"], "positions_angstrom": [[2.7337, -0.2467, -0.5734], [1.6909, 0.0662, 0.5145], [0.1683, 0.1099, 0.1242], [-0.5859, -1.1010, 0.2597], [-1.8905, -1.2642, 0.0607], [-2.6004, 0.0498, -0.3646], [-2.0974, 1.1858, -0.0029], [-0.5359, 1.2331, 0.0486], [0.0296, 2.3330, 0.1005], [2.2248, -1.1095, -1.3530], [2.6903, 0.6815, -1.0431], [3.8143, -0.2813, -0.3046], [1.8557, 1.0785, 0.9448], [1.5423, -0.5858, 1.5913], [-0.4088, -2.0262, 0.8388], [-2.4268, -2.1193, -0.0213], [-3.5885, -0.1856, -0.7163], [-2.6156, 2.1817, -0.1039]], "mulliken_charge": [-0.93, -0.64, 0.14, -0.18, -0.54, -0.22, -0.70, 0.75, -0.67, 0.22, 0.33, 0.33, 0.37, 0.33, 0.26, 0.48, 0.35, 0.32], "smiles": "CCn1ccccc1=O", "charge": 0, "mol_weight_g_mol": 123.15, "homo_ev": -8.69}

***

Preferred: <ii>; penalty for the next structure: 0.0931 hartree.